(1)
Formula: C29H47IN2O6PS
Source: OMol25
Level of theory: the ωB97M-V functional and the def2-TZVPD basis

## Properties
* energy: -74318.6140 eV
* total charge: -1
* energy above the lowest of the compared OMol25 structures with the same formula, charge and spin: 0.2528 eV
* lowest unoccupied orbital energy: 1.855 eV
* HOMO: -2.94 eV
* frontier orbital gap: 4.8 eV

Geometry (Å):
H -0.37 3.50 2.66
H 1.79 1.19 4.54
H -1.57 1.05 7.17
C -1.46 -3.51 -6.63
H 3.23 1.45 3.63
H 5.59 2.70 3.12
C -1.78 2.84 0.43
H 0.16 2.21 0.95
C -1.72 -2.71 -11.21
H 1.53 1.88 2.14
S -2.70 -1.13 5.90
H 3.70 7.32 1.70
C -2.04 -0.03 2.09
C 3.78 6.22 1.77
H -2.85 -3.81 -0.22
C -0.76 -3.29 -9.09
C 5.09 3.67 3.08
H 0.54 -4.03 -3.36
C -1.27 -3.99 -2.16
H 3.59 2.46 5.74
C -1.02 -4.87 -4.54
H -0.79 0.99 0.07
C -1.74 -2.98 1.37
H -2.07 -5.03 0.80
H 4.20 3.58 2.48
C -2.42 -0.65 3.27
H -0.99 -5.93 -4.79
C -0.89 -2.61 -7.73
H -1.61 3.51 7.06
C -1.94 -4.08 0.31
H -1.70 -0.92 6.75
C 2.41 5.58 2.12
O -4.10 -2.37 3.52
H -2.67 -2.20 -11.13
C -2.07 -0.19 4.53
H -1.88 -3.78 -11.25
C -0.39 -4.10 -5.71
C 2.39 1.97 4.06
H 1.70 5.99 1.33
H -2.25 -4.44 -2.27
C -1.23 1.09 2.13
H -1.53 -4.06 -9.16
H -0.37 -5.17 -0.65
H 0.23 -3.28 -5.37
H -1.57 -1.77 -7.89
I -0.84 4.73 0.62
C -3.26 -1.83 2.87
H 0.23 -3.73 -9.16
N -2.94 -2.12 1.51
H 0.01 -3.49 -0.48
H 3.38 4.98 5.50
H -2.03 -4.31 -7.11
H -2.16 -2.94 -6.04
H 0.03 -5.60 -2.82
H 2.07 6.11 3.05
H 0.06 3.32 4.34
H 4.13 5.85 0.80
O -2.75 -0.53 -0.18
O 4.82 4.13 4.39
N -0.97 3.25 6.32
O -2.90 2.68 0.10
C -0.81 1.59 3.40
C -0.80 -4.17 -0.72
H 0.06 -2.17 -7.45
C -0.80 1.75 0.83
H 0.21 -4.77 -6.32
C 1.53 2.59 2.98
C 2.82 2.96 5.15
H -1.32 -2.94 -2.40
H 2.91 4.72 3.84
C -1.25 0.97 4.59
C 3.43 4.27 4.68
C -0.34 -4.64 -3.18
H 1.98 3.14 5.82
P -0.80 1.70 6.20
C 0.07 2.83 3.38
H 4.52 5.98 2.53
H -1.45 -3.40 2.32
H 0.53 1.29 6.41
H 5.76 4.38 2.60
H -1.26 -2.37 -12.13
O 2.49 4.23 2.20
C -2.59 -0.83 0.95
H -0.89 -2.39 1.04
O -0.88 -2.33 -10.13
H 1.93 3.52 2.58
H -2.08 -4.61 -4.49

***

(2)
Formula: C5H6O3
Source: OMol25
Level of theory: the ωB97M-V functional and the def2-TZVPD basis

## Properties
* energy: -11418.1264 eV
* energy above the lowest of the compared OMol25 structures with the same formula, charge and spin: 6.2857 eV
* lowest unoccupied orbital energy: 0.120 eV
* HOMO: -9.69 eV
* frontier orbital gap: 9.8 eV

Geometry (Å):
O -0.42 0.03 0.94
O 1.14 0.00 -0.71
C -0.05 -0.55 -1.16
C 0.86 0.52 0.75
H -2.06 -0.05 -0.41
H 1.94 2.71 0.48
H -1.64 -2.51 -0.67
C -1.12 -0.36 -0.23
C 0.98 2.08 0.60
C -0.69 -1.80 -0.45
H -0.18 -2.04 0.90
O 0.02 2.84 0.80
H -0.30 -0.52 -2.25
H 1.53 -0.37 1.39

***

(3)
Formula: C4H10N2
Source: OMol25
Level of theory: the ωB97M-V functional and the def2-TZVPD basis

## Properties
* energy: -7288.9007 eV
* energy above the lowest of the compared OMol25 structures with the same formula, charge and spin: 1.7188 eV
* lowest unoccupied orbital energy: 0.889 eV
* HOMO: -8.91 eV
* structure (SMILES): CCCN.C#N
* frontier orbital gap: 9.8 eV

Geometry (Å):
H 0.26 1.71 1.57
C -0.99 -0.31 -0.02
N 1.73 -0.92 -1.87
C -0.32 1.00 -0.39
H 0.22 0.79 -1.35
H -0.29 -0.54 1.88
H -1.96 -0.40 -0.52
H 0.97 -2.91 -1.34
H -1.08 1.77 -0.54
H 1.51 0.75 0.74
H 1.19 2.40 0.24
H -1.70 -1.33 1.59
C 1.20 -1.87 -1.48
H -0.28 -1.14 -0.50
N -1.17 -0.49 1.39
C 0.72 1.49 0.61

***

(4)
Formula: C20H11N5PdS3
Source: OMol25
Level of theory: the ωB97M-V functional and the def2-TZVPD basis

## Properties
* energy: -64354.2655 eV
* energy above the lowest of the compared OMol25 structures with the same formula, charge and spin: 0.0000 eV
* lowest unoccupied orbital energy: -1.595 eV
* HOMO: -7.60 eV
* frontier orbital gap: 6.0 eV

Geometry (Å):
C -2.94 -5.78 -3.18
H 5.30 -0.55 -0.46
C 4.34 -0.96 -0.74
C -0.75 -4.10 -2.91
C 1.87 -1.87 -1.42
H -1.53 5.02 0.59
C 0.47 -2.32 -1.76
Pd 0.10 0.36 -0.05
C -1.75 -6.09 -3.82
C -0.09 4.53 3.62
H -1.67 -6.98 -4.42
S 0.18 0.76 2.18
N -0.49 -1.83 -1.09
N -1.21 7.74 2.70
H -3.96 -4.38 -1.90
C 2.94 -2.73 -1.53
H 0.29 -5.50 -4.16
C 0.19 3.17 3.50
N 0.59 5.77 5.80
H 5.06 -2.91 -1.24
C -0.75 3.15 1.30
S -2.10 -2.28 -1.37
S -1.16 2.23 -0.15
C 4.20 -2.26 -1.18
H 3.24 0.85 -0.30
C -1.05 4.50 1.41
C -0.99 6.61 2.64
N 0.37 -3.25 -2.76
C 0.28 5.22 4.83
C -3.03 -4.63 -2.40
C -0.71 5.20 2.56
C -0.65 -5.25 -3.67
H 0.67 2.65 4.32
C -1.95 -3.78 -2.29
H 2.81 -3.76 -1.84
H -3.80 -6.43 -3.28
C 3.20 -0.18 -0.65
H 1.21 -3.52 -3.23
C -0.13 2.49 2.34
N 1.99 -0.62 -0.98

***

- Among the records above, which one has the lowest frontier orbital gap?
  C29H47IN2O6PS

***

- Which of these has the highest energy?
  C4H10N2